8
Properties=species:S:1:pos:R:3:forces:R:3:lowdin_charge:R:1 method="wB97M-V/def2-TZVPD" multiplicity=1 e_tot_ha=-1020.22514 homo_energy_ev=-8.435 relative_energy_ev=4.549 charge=0 gap_ev=8.24
C -0.698199 0.681723 -0.136158 -2.248 -1.760 0.254 -1.063
N 2.104198 -1.259551 0.077728 -0.396 2.459 0.263 -0.244
N 1.055890 -0.849227 0.095734 0.888 -2.542 0.063 0.130
O 3.281207 -1.306168 0.085244 1.043 -1.115 -0.141 0.077
S -1.796128 -0.714533 0.046365 1.192 0.963 -0.839 0.614
S -0.848540 2.274045 0.037695 -0.376 1.296 -0.393 0.665
H -0.980812 -1.866724 -0.321197 -0.687 2.160 0.564 -0.087
H -2.117614 3.040432 0.114589 0.585 -1.460 0.229 -0.093